A structure of composition C2HCaFO2 in a non-equilibrium geometry. Source: the Open Molecules 2025 dataset; level of theory: wB97M-V/def2-TZVPD.

XYZ file:
```
7
Properties=species:S:1:pos:R:3:forces:R:3:lowdin_charge:R:1
C 1.268316 0.319121 -0.159315 -1.953 -0.254 -0.527 -0.239
C 0.452452 0.426153 -1.067071 1.135 -0.577 2.645 -0.348
O 1.606089 0.006861 1.083745 1.334 0.192 0.248 -0.107
H 0.783181 -0.340745 1.636273 -0.870 0.186 -1.079 0.041
Ca -2.750510 -0.042206 -1.798562 1.250 0.138 0.448 0.881
O -0.710575 0.346527 -1.616156 -1.395 0.244 -1.778 -0.568
F -0.648954 -0.715711 1.921086 0.498 0.071 0.044 -0.660
```
Positions in Å, forces in eV/Å.

Values from the calculation:
* gap between HOMO and LUMO (spin up / spin down): 5.5 / 5.5 eV
* spin multiplicity: 2
* ⟨S²⟩: 0.750
* net charge: -1

The molecule C18H22N4O2S in a non-equilibrium geometry. Source: the Open Molecules 2025 dataset; level of theory: wB97M-V/def2-TZVPD.

XYZ file:
```
47
Properties=species:S:1:pos:R:3:forces:R:3:lowdin_charge:R:1
C 0.743531 -0.758798 3.815569 1.048 0.487 0.073 0.001
C 2.035582 -0.352571 3.047527 0.261 0.729 1.456 -0.547
C 3.243710 -0.327201 3.998834 0.335 -0.320 -1.125 -0.014
C 2.331874 -1.220080 1.839192 -1.047 -0.236 -0.014 -0.056
C 1.530739 -0.842184 0.624668 -0.698 0.701 -0.787 -0.068
C 1.465707 -1.677225 -0.511840 0.090 0.327 -0.119 -0.179
C 2.129489 -2.945306 -0.520333 0.862 -2.977 0.224 -0.199
N 2.603856 -4.020202 -0.479017 -1.044 2.803 -0.110 0.175
C 0.770876 -1.232022 -1.643184 -0.726 0.595 -0.255 -0.535
S 0.458649 -2.257490 -3.080297 -0.800 -0.318 0.206 0.936
C -1.411580 -2.135125 -3.131577 0.311 0.759 0.164 -0.445
C -2.099641 -2.541159 -1.806758 0.777 -0.138 -0.383 -0.231
C -3.549996 -2.599797 -2.044083 -1.718 -0.197 0.037 -0.231
N -4.692988 -2.674633 -2.257620 2.058 0.200 0.346 0.143
N 0.188543 -0.030123 -1.713061 0.235 0.028 0.301 0.131
C 0.223737 0.795402 -0.657913 -0.233 -0.747 -0.094 -0.233
N -0.409901 2.050394 -0.762052 0.532 0.897 -0.156 -0.074
C -0.194992 2.865335 -2.019854 -0.508 -0.854 0.245 -0.101
C -1.367819 2.634090 -2.989098 0.533 -0.736 0.505 -0.189
O -2.598621 2.909781 -2.329554 0.034 0.285 -0.178 -0.131
C -2.845854 2.077261 -1.209449 0.398 -0.022 0.384 -0.182
C -1.746027 2.235759 -0.140170 0.352 -0.365 -0.670 -0.114
C 0.864143 0.389897 0.536415 0.312 0.242 0.550 -0.038
C 0.954821 1.354248 1.706234 0.533 0.150 -0.251 -0.120
O 2.007584 1.009877 2.614059 -0.914 0.522 -0.706 -0.090
H 0.925578 -1.701907 4.345477 -0.171 0.103 -0.286 0.091
H 0.466088 -0.003200 4.579960 0.220 -0.307 -0.588 0.103
H -0.039585 -0.867534 3.087646 -0.701 -0.210 -0.086 0.071
H 3.177836 0.382992 4.802731 -0.353 0.444 0.166 0.086
H 3.412804 -1.286670 4.423421 -0.034 -1.034 0.497 0.075
H 4.153306 -0.129889 3.416675 -0.224 0.287 0.109 0.093
H 2.179831 -2.277870 2.051034 0.043 -0.101 0.085 0.139
H 3.358056 -1.084641 1.589478 0.993 -0.005 -0.260 0.130
H -1.795550 -2.753306 -3.941181 0.482 -0.203 -0.083 0.078
H -1.696672 -1.097214 -3.384040 0.290 -0.429 0.184 0.068
H -1.712774 -3.538349 -1.486042 -0.423 0.762 -0.067 0.131
H -1.833420 -1.766510 -1.066122 -0.373 -0.520 -0.031 0.104
H 0.762747 2.588333 -2.476365 -0.267 -0.261 0.126 0.122
H -0.102707 3.954987 -1.825360 -0.311 -0.641 0.481 0.127
H -1.371461 1.587717 -3.361223 0.099 0.378 0.291 0.113
H -1.236146 3.278745 -3.852202 -0.447 0.296 -0.039 0.118
H -3.792320 2.395915 -0.780316 -0.147 0.077 -0.090 0.123
H -2.958118 1.031911 -1.518448 0.168 -0.085 -0.086 0.116
H -1.822013 3.234579 0.274258 0.149 0.362 0.009 0.118
H -1.878675 1.546461 0.709096 0.056 0.000 -0.452 0.125
H 1.176093 2.367546 1.300996 -0.053 -0.660 0.371 0.145
H -0.008322 1.429776 2.223890 0.019 -0.067 0.102 0.119
```
Positions in Å, forces in eV/Å.

Values from the calculation:
* energy above the lowest of the compared OMol25 structures with the same formula, charge and spin: 85.0 kcal per mole
* gap between HOMO and LUMO: 8.7 eV
* structure (SMILES): CC1(C)Cc2c(C#N)c(SCCC#N)nc(N3CCOCC3)c2CO1
* net charge: 0

The molecule C5H5NOS in a non-equilibrium geometry. Source: the Open Molecules 2025 dataset; level of theory: wB97M-V/def2-TZVPD.

XYZ file:
```
13
Properties=species:S:1:pos:R:3:forces:R:3:lowdin_charge:R:1
C -2.176898 -1.423688 -0.719719 0.233 0.848 -0.430 0.117
C -1.452925 -0.666548 -0.117351 -0.041 -0.242 -0.194 -0.074
C -0.467640 0.185478 0.622103 -0.698 -0.286 -1.088 -0.269
C 0.077643 1.403199 -0.227576 -0.080 -0.189 1.115 -0.102
O 1.194511 0.816827 -0.863876 1.183 -0.017 -0.694 -0.097
C 1.750631 -0.189755 -0.095832 -2.844 1.693 -0.499 -0.975
S 3.194186 -0.794667 -0.287253 1.835 -0.764 -0.302 0.729
N 0.784610 -0.520069 0.779681 0.478 -1.087 1.493 0.037
H -2.791986 -1.887909 -1.479323 0.278 -0.032 0.727 0.039
H -0.936093 0.465160 1.564142 0.331 0.241 0.089 0.142
H -0.618888 1.815493 -1.006289 0.705 -0.411 1.000 0.148
H 0.500947 2.166570 0.498953 -0.905 -0.512 -0.890 0.146
H 0.941898 -1.370087 1.332339 -0.475 0.758 -0.327 0.159
```
Positions in Å, forces in eV/Å.

Values from the calculation:
* energy above the lowest of the compared OMol25 structures with the same formula, charge and spin: 58.6 kcal per mole
* gap between HOMO and LUMO: 9.5 eV
* structure (SMILES): C#C[C@@H]1COC(=S)N1
* net charge: 0

A structure of composition C37H35ClCrN2S2Si2 in a non-equilibrium geometry. Source: the Open Molecules 2025 dataset; level of theory: wB97M-V/def2-TZVPD.

XYZ file:
```
80
Properties=species:S:1:pos:R:3:forces:R:3:lowdin_charge:R:1
C -1.879353 -2.725953 4.583248 -0.707 0.927 -0.253 -0.173
C -2.713777 -1.611314 4.310770 0.839 -0.662 0.751 -0.149
C -3.043747 -1.609035 2.909707 0.878 -1.140 -0.259 -0.136
H -3.036298 -0.890636 5.067510 0.027 -0.212 -0.388 0.076
C -2.410686 -2.750477 2.337759 -0.072 0.334 0.102 -0.164
C -1.685081 -3.432941 3.366497 -0.618 0.669 -0.325 -0.160
H -1.098363 -4.341555 3.296176 -0.252 0.032 -0.265 0.061
H -1.441889 -3.022643 5.536710 -0.319 0.231 -0.196 0.079
H -3.673002 -0.884336 2.395891 0.132 -0.253 0.135 0.076
H -2.490032 -3.075968 1.293850 0.042 0.189 0.474 0.076
Cr 1.325267 -0.397094 1.831800 1.020 0.971 1.411 0.386
Si 1.657813 3.744589 -0.981890 -2.734 -0.712 1.362 0.763
C 0.328904 4.343868 -2.168284 -0.524 -0.134 -0.191 -0.312
C 0.520655 4.734149 -3.512839 -0.317 0.216 0.339 -0.102
H 1.511896 4.642896 -3.967325 -0.324 0.001 0.128 0.100
C -0.537046 5.290570 -4.257259 -0.031 -0.070 0.473 -0.094
H -0.388223 5.606343 -5.302713 -0.054 -0.180 0.656 0.107
C -1.790299 5.449159 -3.645663 -0.286 -0.484 0.088 -0.094
H -2.639472 5.858040 -4.208272 0.479 -0.067 0.189 0.102
C -2.021137 4.986717 -2.334903 0.184 0.051 -0.091 -0.093
H -3.013039 5.049196 -1.854986 0.559 0.085 -0.481 0.108
C -0.961425 4.438330 -1.612215 0.091 0.392 -0.486 -0.132
H -1.112441 4.116709 -0.580133 -0.093 0.078 -0.207 0.089
C 1.565624 1.923292 -0.471940 -0.438 0.546 -0.289 -0.338
C 0.489873 1.413135 0.303942 0.082 0.772 -0.036 -0.211
H -0.264723 2.129049 0.601809 0.314 0.071 0.399 0.069
C 0.121464 0.031411 0.376536 -2.897 0.148 -1.497 -0.341
H -0.848355 -0.355005 0.689087 -0.365 0.547 0.141 0.101
C 2.100243 -0.947778 0.160263 3.136 -0.969 1.556 -0.302
H 2.074100 -2.036733 0.308290 0.709 0.361 -1.030 0.045
C 2.637381 -0.275557 -0.978116 1.395 -0.676 -0.021 -0.226
H 3.283723 -0.814835 -1.704216 -0.546 0.272 0.508 0.149
C 2.457925 1.140538 -1.178624 0.788 -0.191 0.398 -0.159
H 3.058453 1.614187 -1.960447 -0.160 -0.338 0.185 0.110
H 1.421636 4.461735 0.298250 0.174 0.227 -0.118 -0.008
Si 0.775560 -0.605115 -1.156064 -4.448 -0.952 -4.201 0.547
C 0.447714 -2.310514 -1.925974 0.335 0.038 0.584 -0.203
C -0.780105 -2.543901 -2.568374 -0.095 -0.112 -0.318 -0.081
H -1.601271 -1.821589 -2.437202 0.462 -0.404 -0.170 0.107
C -0.945132 -3.631473 -3.431314 0.197 -0.015 0.150 -0.075
H -1.878881 -3.761692 -3.992509 0.404 0.044 0.325 0.107
C 0.113019 -4.535306 -3.608408 0.207 0.274 0.243 -0.089
H 0.028073 -5.349311 -4.329428 -0.046 0.142 0.291 0.101
C 1.304714 -4.367572 -2.891270 0.083 0.466 0.146 -0.085
H 2.130643 -5.073569 -3.002719 -0.311 0.133 -0.066 0.100
C 1.488164 -3.242565 -2.057445 -0.459 -0.633 -0.572 -0.099
H 2.460358 -3.108685 -1.550599 -0.594 -0.029 -0.311 0.100
C -0.109660 0.427147 -2.548691 0.569 0.476 0.631 -0.220
C -1.380993 0.990511 -2.349523 0.053 -0.429 0.089 -0.091
H -1.870782 0.940396 -1.356315 0.258 -0.174 -0.734 0.117
C -2.034413 1.623456 -3.407316 -0.054 0.136 0.300 -0.093
H -3.042314 1.994046 -3.256969 0.039 0.036 -0.025 0.103
C -1.387919 1.851674 -4.614094 0.472 -0.060 0.112 -0.095
H -1.872797 2.410170 -5.408329 -0.006 -0.104 0.093 0.103
C -0.063265 1.438123 -4.759484 0.122 -0.184 0.307 -0.083
H 0.499994 1.708832 -5.648056 -0.113 -0.133 0.013 0.101
C 0.559129 0.706478 -3.738609 -0.435 0.138 -0.506 -0.089
H 1.586467 0.363032 -3.867263 -0.185 0.044 -0.102 0.106
H 2.832110 4.014953 -1.620107 2.549 0.431 -0.964 -0.044
Cl 3.224041 0.546638 2.424759 1.026 0.313 0.652 0.121
C -0.810727 2.487477 3.006717 -0.221 -0.174 -0.278 -0.071
C -0.341812 1.431543 3.936786 0.378 -0.519 0.864 -0.581
N 0.394746 0.396707 3.603712 -1.021 0.420 1.080 -0.001
C 0.704436 -0.389577 4.716484 -1.151 1.939 0.552 -0.325
C 0.254404 0.125758 5.921392 0.546 -0.682 -1.309 -0.311
S -0.710585 1.532077 5.649225 1.080 -0.613 -0.813 1.077
C 1.193825 -1.696236 4.408376 0.227 -2.426 -0.261 -0.308
C 1.248866 -2.769236 5.267733 0.255 1.216 -0.468 -0.341
S 1.506546 -4.238608 4.435947 0.192 1.151 -0.787 1.095
C 1.522226 -3.361825 2.911676 -0.247 0.876 1.248 -0.556
N 1.344090 -2.048979 3.043197 0.347 -1.594 1.125 0.008
C 1.681061 -4.125465 1.653866 -0.203 -0.112 -0.104 -0.059
H -1.503754 1.983333 2.285140 0.521 0.696 0.403 0.102
H -1.351204 3.266121 3.573761 0.275 -0.280 -0.467 0.083
H 0.089478 2.898722 2.492513 -0.857 -0.108 0.295 0.094
H 0.495933 -0.324413 6.873882 -0.459 0.238 0.067 0.081
H 1.119358 -2.656564 6.335927 -0.013 -0.415 -0.143 0.089
H 2.133496 -5.090794 1.877586 -0.122 -0.059 -0.097 0.082
H 0.692769 -4.279553 1.188745 0.372 0.090 0.016 0.110
H 2.347819 -3.606697 0.970362 -0.039 -0.119 -0.051 0.062
```
Positions in Å, forces in eV/Å.

Values from the calculation:
* energy above the lowest of the compared OMol25 structures with the same formula, charge and spin: 72.8 kcal per mole
* gap between HOMO and LUMO (spin up / spin down): 6.4 / 2.5 eV
* spin multiplicity: 5
* ⟨S²⟩: 6.086
* net charge: 0

The molecule C4H8Br2Si in a non-equilibrium geometry. Source: the Open Molecules 2025 dataset; level of theory: wB97M-V/def2-TZVPD.

XYZ file:
```
15
Properties=species:S:1:pos:R:3:forces:R:3:lowdin_charge:R:1
C 1.584220 -0.207626 -1.754896 -0.357 0.388 3.432 -0.225
Si -0.017162 0.185068 -0.619480 0.668 0.685 0.082 0.215
C 0.397682 1.544791 0.803456 2.662 -3.515 -1.727 -0.180
Br -1.459276 0.945237 -2.160701 -0.055 0.431 -0.156 0.323
C -1.107665 -1.173776 0.085150 -0.389 2.549 8.315 -0.264
C -1.565330 -1.002327 1.604378 1.371 -3.193 -8.034 -0.540
Br -2.616297 -2.470741 2.315628 0.773 1.249 -0.159 0.599
H 2.362990 -0.639578 -1.045043 -0.799 0.348 -1.008 0.037
H 1.383479 -0.885238 -2.570168 -0.010 0.215 -0.320 0.008
H 1.912915 0.825225 -1.970517 -0.093 -0.646 -0.560 0.019
H -0.385873 2.081774 1.137296 -2.808 2.142 0.518 -0.030
H 0.690156 0.974028 1.694941 0.257 -0.179 -0.223 0.022
H 1.270362 2.151069 0.537775 -0.384 0.054 -0.106 0.029
H -1.128256 -2.161113 -0.255599 -0.669 -1.323 -0.726 -0.002
H -1.321946 -0.166793 2.197780 -0.168 0.796 0.672 -0.010
```
Positions in Å, forces in eV/Å.

Values from the calculation:
* energy above the lowest of the compared OMol25 structures with the same formula, charge and spin: 54.1 kcal per mole
* gap between HOMO and LUMO: 8.8 eV
* structure (SMILES): C[Si](C)(Br)/C=C/Br
* net charge: 0

A structure of composition H18O9Xe. Source: the Open Molecules 2025 dataset; level of theory: wB97M-V/def2-TZVPD.

XYZ file:
```
28
Properties=species:S:1:pos:R:3:forces:R:3:lowdin_charge:R:1
Xe -11.406560 0.746320 -13.612620 0.033 -0.008 -0.131 0.412
O -13.147240 3.491720 -15.914010 -0.036 0.008 0.285 -0.061
H -12.250050 3.748990 -16.126340 0.263 0.116 -0.077 0.037
H -13.356060 2.804680 -16.546940 -0.122 -0.104 -0.319 0.038
O -13.458240 -2.181210 -14.076350 0.642 -0.258 -0.503 -0.104
H -13.323290 -3.031040 -13.657050 -0.027 -0.225 0.033 0.028
H -13.900920 -1.653320 -13.411820 -0.702 0.434 0.390 -0.037
O -13.144010 0.763200 -10.247570 -0.426 0.089 -0.261 -0.062
H -13.317600 1.448540 -9.602270 -0.187 0.149 0.166 0.044
H -12.189840 0.736930 -10.318980 0.523 -0.350 -0.072 -0.028
O -9.045110 -2.009490 -15.021850 0.222 0.089 -0.097 -0.067
H -8.903360 -1.918340 -14.079610 0.050 -0.027 0.196 0.011
H -9.920950 -2.388240 -15.097250 -0.314 -0.096 -0.082 0.026
O -14.896110 1.905890 -14.161000 -0.516 -0.389 0.185 -0.066
H -14.507450 2.502230 -13.521050 0.104 0.275 0.059 0.036
H -14.176010 1.685360 -14.751800 0.197 0.057 -0.099 -0.025
O -15.175180 -0.569090 -12.426190 0.060 -0.606 0.053 -0.054
H -14.510430 -0.150480 -11.879280 0.235 0.319 0.522 0.000
H -15.486150 0.128990 -13.002560 -0.039 0.415 -0.391 0.018
O -10.390810 -0.273420 -10.405700 -0.180 0.094 0.145 -0.079
H -9.953270 -0.770690 -11.096730 0.006 -0.192 -0.198 0.017
H -9.743000 0.374930 -10.129650 0.232 0.200 0.179 0.048
O -7.899950 1.424660 -15.669090 0.027 0.089 -0.199 -0.060
H -8.539390 1.965760 -15.205890 -0.187 0.133 0.073 -0.003
H -7.377550 1.023110 -14.974760 0.153 -0.190 0.097 0.028
O -10.823100 3.680670 -11.352430 0.024 0.149 0.293 -0.073
H -11.522400 3.205660 -11.801400 -0.239 -0.136 -0.127 -0.035
H -10.016430 3.351060 -11.748490 0.205 -0.036 -0.121 0.014
```
Positions in Å, forces in eV/Å.

Values from the calculation:
* energy above the lowest of the compared OMol25 structures with the same formula, charge and spin: 22.2 kcal per mole
* gap between HOMO and LUMO: 10.6 eV
* net charge: 0

A structure of composition C5H10N2 in a non-equilibrium geometry. Source: the Open Molecules 2025 dataset; level of theory: wB97M-V/def2-TZVPD.

XYZ file:
```
17
Properties=species:S:1:pos:R:3:forces:R:3:lowdin_charge:R:1
C -2.415845 0.147813 -0.394925 0.662 -1.638 -0.778 -0.093
C -0.148610 0.411121 0.848390 -1.241 1.355 -4.579 -0.195
C 1.045580 1.277138 0.128603 -0.564 -1.253 1.834 -0.120
C 1.166392 -1.269864 0.213757 0.479 -2.595 0.010 -0.202
C -0.085198 -0.746593 -0.193965 -4.976 1.056 2.675 -0.402
H -1.893228 0.609385 -1.323491 -0.918 -0.439 1.609 0.088
H -3.095990 -0.717328 -0.828671 1.092 1.899 1.111 0.101
H -2.960106 0.918368 0.227551 0.506 -1.072 -0.907 0.081
H 0.103038 0.154568 1.768965 1.274 -0.994 3.780 0.039
H 0.571205 2.034127 -0.591450 1.591 -1.029 0.839 0.110
H 1.774941 1.636249 1.008619 -1.949 -0.213 -2.244 0.130
H 3.234219 -0.050318 -0.759701 -4.789 0.554 1.137 0.230
H 1.390171 -2.245417 -0.398302 0.656 1.869 1.306 0.129
H 0.939696 -1.440963 1.420583 2.145 0.044 -3.055 0.174
H 0.031712 -0.195307 -1.081692 -1.217 -0.359 -1.918 0.092
N -1.362970 -0.534003 0.520151 0.700 2.820 -1.743 -0.014
N 1.704997 0.011017 -0.564420 6.549 -0.006 0.922 -0.148
```
Positions in Å, forces in eV/Å.

Values from the calculation:
* energy above the lowest of the compared OMol25 structures with the same formula, charge and spin: 232.3 kcal per mole
* gap between HOMO and LUMO: 9.2 eV
* net charge: 0

Question: Among the records above, which one has the lowest net charge?
Answer: C2HCaFO2